No. 1
The following is a DFT calculation (ωB97M-V with the def2-TZVPD basis set) of 2 unconnected molecules or ions with the total composition CH3N5S.

Structure (ORCA input):
```
! RIJCOSX wB97M-V def2-TZVPD def2/J DEFGRID3
* xyz 0 1
C 0.12 1.57 1.46
N 0.59 1.88 2.49
N 0.08 -2.31 -1.58
N 1.12 -1.86 -1.69
N -1.05 -0.11 0.09
N -0.48 1.25 0.31
S 2.48 -1.25 -1.79
H -1.96 -0.02 0.60
H -0.52 -0.88 0.72
H -0.37 1.74 -0.62
*
```

The calculation puts the HOMO-LUMO gap at 10.19 eV. The value obtained for the energy relative to the best compared isomer or geometry (same formula, charge and spin) is 23.2 kcal per mole. The structure (SMILES) is N#[N+][S-].N#CNN. For the LUMO energy, the calculation gives 0.36 eV.


No. 2
The following is a DFT calculation (ωB97M-V with the def2-TZVPD basis set) of 3 unconnected molecules or ions with the total composition C2H11N2O2.

Structure (ORCA input):
```
! RIJCOSX wB97M-V def2-TZVPD def2/J DEFGRID3
* xyz 1 1
C 1.85 -0.93 -2.29
N 1.12 -0.50 -0.96
C 0.44 0.64 -0.99
N -0.01 1.43 0.01
H 1.52 -1.88 -2.24
H 2.91 -0.55 -2.14
H 1.36 -0.43 -3.05
H 0.70 -1.24 -0.36
H 0.56 1.29 -1.85
H -0.69 1.00 0.71
H -0.01 2.44 -0.17
H -1.86 -1.71 0.54
H -0.90 -2.79 1.10
O -1.03 -1.90 0.95
H -1.46 1.99 3.25
H -2.21 0.63 2.79
O -1.66 1.46 2.52
*
```

The calculation puts the HOMO-LUMO gap at 10.98 eV. The value obtained for the energy relative to the best compared isomer or geometry (same formula, charge and spin) is 52.6 kcal per mole. For the LUMO energy, the calculation gives -3.90 eV.


No. 3
The following is a DFT calculation (ωB97M-V with the def2-TZVPD basis set) of a molecular structure, C5H8N2.

Structure (ORCA input):
```
! RIJCOSX wB97M-V def2-TZVPD def2/J DEFGRID3
* xyz 0 1
C -1.96 -0.91 0.43
C -0.55 -0.55 0.03
C -0.23 0.72 -0.66
N 0.07 0.54 0.78
C 1.53 0.46 0.76
C 1.74 0.60 -0.73
N 2.34 0.64 -1.78
H -1.95 -1.58 1.30
H -2.47 -1.42 -0.40
H -2.52 -0.01 0.69
H 0.09 -1.41 -0.20
H 1.02 0.67 -1.76
H -1.01 1.43 -0.94
H 1.98 1.31 1.29
H 1.93 -0.48 1.18
*
```

The calculation puts the HOMO-LUMO gap at 9.61 eV. The value obtained for the energy relative to the best compared isomer or geometry (same formula, charge and spin) is 139.9 kcal per mole. For the LUMO energy, the calculation gives 1.04 eV.


No. 4
The following is a DFT calculation (ωB97M-V with the def2-TZVPD basis set) of 2 unconnected molecules or ions with the total composition C12H16N2O.

Structure (ORCA input):
```
! RIJCOSX wB97M-V def2-TZVPD def2/J DEFGRID3
* xyz 1 2
C -0.18 -1.49 -1.96
C 0.44 -0.63 -3.00
C -1.68 -1.58 -1.99
O -2.35 -1.76 -2.95
N -2.26 -1.64 -0.74
H 0.30 -2.45 -1.90
H 0.20 -1.21 -0.96
H -0.14 -0.63 -3.93
H -3.23 -1.95 -0.70
H -1.87 -1.18 0.07
H 1.48 -0.88 -3.28
H 0.40 0.42 -2.74
C -0.21 2.65 -0.81
C 0.32 0.17 1.87
C 0.83 1.07 0.93
C -0.33 1.68 0.29
C -1.44 1.06 0.85
C 1.14 -0.60 2.68
C 2.53 -0.47 2.51
C 2.18 1.38 0.94
C 3.03 0.49 1.66
N -1.07 0.23 1.81
H -1.64 -0.53 2.18
H 0.75 -1.12 3.50
H -2.47 1.27 0.64
H 3.28 -1.00 3.02
H 2.57 2.11 0.23
H 0.68 3.31 -0.76
H -1.09 3.24 -1.00
H 4.09 0.66 1.51
H -0.04 2.17 -1.79
*
```

The calculation puts the HOMO-LUMO gap (alpha / beta) at 8.85 / 5.39 eV. The value obtained for the energy relative to the best compared isomer or geometry (same formula, charge and spin) is 22.8 kcal per mole. For the LUMO energy (alpha / beta), the calculation gives -3.90 / -7.35 eV. Its expectation value of S² is 0.767.


No. 5
The following is a DFT calculation (ωB97M-V with the def2-TZVPD basis set) of 10 unconnected molecules or ions with the total composition C42H70F5IO13S.

Structure (ORCA input):
```
! RIJCOSX wB97M-V def2-TZVPD def2/J DEFGRID3
* xyz 0 1
C 0.54 -3.94 0.16
C -0.48 -3.30 -0.81
C 0.08 -3.08 -2.26
C -0.38 -4.24 -3.15
C -0.39 -1.72 -2.70
C 0.35 -0.61 -2.83
S 2.10 -0.56 -2.59
O 2.62 0.73 -2.93
O 2.77 -1.69 -3.16
C 2.23 -0.61 -0.72
F 0.99 -0.40 -0.22
F 2.66 -1.80 -0.30
C 3.13 0.50 -0.12
F 3.22 0.26 1.19
F 4.36 0.51 -0.61
F 2.56 1.68 -0.28
C -0.33 0.70 -3.19
O 0.14 1.46 -3.99
C -1.66 0.88 -2.52
C -2.18 2.15 -1.90
I -1.31 3.97 -2.60
C -1.92 2.04 -0.36
C -3.06 1.36 0.40
C -2.41 -0.24 -2.44
C -1.88 -1.52 -2.94
O -2.57 -2.33 -3.51
H 0.25 -4.96 0.43
H 0.63 -3.35 1.07
H 1.53 -4.02 -0.28
H -0.84 -2.36 -0.39
H -1.34 -3.96 -0.86
H 1.17 -3.13 -2.20
H -1.46 -4.37 -3.10
H -0.12 -4.10 -4.20
H 0.07 -5.16 -2.78
H -3.26 2.16 -2.08
H -1.03 1.40 -0.25
H -1.65 3.00 0.07
H -2.80 1.39 1.46
H -3.98 1.93 0.26
H -3.18 0.32 0.13
H -3.41 -0.21 -2.02
C -1.95 4.25 4.30
C -2.85 4.39 3.09
O -3.26 3.42 2.50
C -3.20 5.79 2.66
H -1.77 3.19 4.49
H -0.99 4.75 4.11
H -2.41 4.71 5.17
H -2.30 6.34 2.41
H -3.72 6.32 3.47
H -3.85 5.75 1.79
C -1.61 -2.69 3.91
C -1.46 -1.67 2.80
O -2.29 -1.58 1.92
C -0.24 -0.79 2.84
H -2.52 -3.25 3.76
H -0.76 -3.37 3.91
H -1.66 -2.17 4.87
H 0.66 -1.39 2.79
H -0.24 -0.20 3.76
H -0.27 -0.11 1.99
C 0.14 9.11 0.00
C -1.24 8.50 0.01
O -1.67 7.90 0.97
C -2.06 8.65 -1.25
H 0.62 8.93 0.96
H 0.74 8.67 -0.79
H 0.07 10.18 -0.17
H -1.54 8.19 -2.09
H -2.21 9.71 -1.47
H -3.02 8.16 -1.12
C 8.43 -1.00 0.17
C 8.08 -2.18 -0.70
O 8.49 -3.30 -0.47
C 7.18 -1.90 -1.88
H 9.07 -1.33 0.98
H 8.95 -0.24 -0.42
H 7.51 -0.57 0.59
H 7.65 -1.18 -2.55
H 6.23 -1.50 -1.54
H 7.01 -2.82 -2.43
C -7.44 1.23 -2.50
C -6.04 1.33 -3.03
O -5.25 2.15 -2.60
C -5.66 0.36 -4.12
H -7.59 1.97 -1.72
H -8.16 1.39 -3.30
H -7.61 0.23 -2.08
H -6.31 0.50 -4.98
H -5.76 -0.66 -3.77
H -4.62 0.54 -4.42
C -1.17 1.59 7.61
C -0.91 0.19 7.11
O -1.10 -0.11 5.95
C -0.39 -0.81 8.11
H -1.54 2.21 6.80
H -1.92 1.56 8.41
H -0.26 2.02 8.01
H -1.11 -0.92 8.93
H 0.55 -0.46 8.53
H -0.24 -1.77 7.63
C 0.74 -7.58 4.49
C 1.16 -6.66 3.37
O 0.47 -6.50 2.39
C 2.49 -5.97 3.52
H -0.23 -8.01 4.26
H 1.47 -8.38 4.62
H 0.66 -7.02 5.43
H 3.29 -6.70 3.62
H 2.49 -5.35 4.42
H 2.68 -5.34 2.65
C 12.60 2.28 -1.34
C 11.25 1.63 -1.54
O 10.73 0.97 -0.67
C 10.58 1.85 -2.88
H 12.97 2.06 -0.35
H 13.31 1.91 -2.08
H 12.51 3.37 -1.46
H 11.21 1.46 -3.68
H 10.42 2.91 -3.05
H 9.63 1.33 -2.89
C -7.85 -3.94 -4.65
C -7.87 -2.73 -5.55
O -7.69 -1.61 -5.11
C -8.12 -2.97 -7.01
H -7.66 -3.63 -3.62
H -8.81 -4.45 -4.70
H -7.07 -4.63 -4.96
H -9.09 -3.45 -7.15
H -7.35 -3.63 -7.42
H -8.11 -2.03 -7.55
*
```

The calculation puts the HOMO-LUMO gap at 7.69 eV. The structure (SMILES) is CC[C@@H](C)C1=C(S(=O)(=O)C(F)(F)C(F)(F)F)C(=O)C([C@H](I)CC)=CC1=O.CC(C)=O.CC(C)=O.CC(C)=O.CC(C)=O.CC(C)=O.CC(C)=O.CC(C)=O.CC(C)=O.CC(C)=O. For the LUMO energy, the calculation gives -0.92 eV.


No. 6
The following is a DFT calculation (ωB97M-V with the def2-TZVPD basis set) of a molecular structure, C5H8N2.

Structure (ORCA input):
```
! RIJCOSX wB97M-V def2-TZVPD def2/J DEFGRID3
* xyz 0 1
C -2.01 -0.44 0.19
N -0.85 0.34 -0.17
C 0.28 -0.07 -0.87
C 1.32 0.89 -0.77
C 1.55 -0.79 0.10
C 0.68 1.76 0.23
N -0.55 1.45 0.54
H -2.22 -1.15 -0.61
H -2.87 0.23 0.30
H -1.86 -0.99 1.13
H 0.14 -0.81 -1.66
H 2.26 -0.26 0.73
H 2.10 -1.45 -0.57
H 0.89 -1.36 0.76
H 1.12 2.66 0.67
*
```

The calculation puts the HOMO-LUMO gap at 9.09 eV. The value obtained for the energy relative to the best compared isomer or geometry (same formula, charge and spin) is 104.4 kcal per mole. For the LUMO energy, the calculation gives 0.76 eV.


No. 7
The following is a DFT calculation (ωB97M-V with the def2-TZVPD basis set) of a single C24H36N4O6S molecule.

Structure (ORCA input):
```
! RIJCOSX wB97M-V def2-TZVPD def2/J DEFGRID3
* xyz 0 1
C -4.10 -2.67 0.19
H -5.04 -2.13 0.27
H -3.68 -2.81 1.18
H -4.32 -3.65 -0.23
C -3.11 -1.96 -0.72
N -2.68 -0.67 -0.18
C -3.72 0.21 0.33
H -3.43 1.24 0.12
C -3.88 0.08 1.86
H -4.44 -0.82 2.11
C -2.55 0.01 2.58
N -1.78 1.23 2.40
C -0.45 1.25 2.36
O 0.27 0.28 2.49
C 0.13 2.65 2.09
N 0.21 2.87 0.65
C -0.88 3.42 0.05
O -1.90 3.67 0.65
C -0.69 3.79 -1.41
H -0.25 4.81 -1.43
O 0.11 2.90 -2.15
C 1.19 2.38 -1.51
C 2.20 1.84 -2.29
C 3.31 1.27 -1.70
C 3.40 1.25 -0.32
C 2.40 1.78 0.48
C 1.28 2.36 -0.10
H 2.53 1.72 1.54
S 4.86 0.58 0.48
O 4.98 1.21 1.76
O 5.94 0.69 -0.46
N 4.64 -1.03 0.75
C 3.77 -1.46 1.83
H 3.73 -0.65 2.56
C 2.38 -1.80 1.31
H 1.77 -2.26 2.09
O 2.44 -2.74 0.25
C 3.21 -2.24 -0.83
H 3.20 -3.03 -1.59
C 4.64 -1.93 -0.38
H 5.21 -1.44 -1.18
H 5.14 -2.85 -0.09
H 2.73 -1.34 -1.24
H 1.87 -0.88 0.97
H 4.22 -2.34 2.29
H 4.12 0.87 -2.28
H 2.08 1.87 -3.36
H -1.67 3.83 -1.90
H 1.12 2.74 2.53
H -0.53 3.42 2.50
H -2.30 2.08 2.21
H -1.94 -0.81 2.18
H -2.71 -0.16 3.65
H -4.46 0.94 2.21
H -4.69 0.04 -0.16
C -1.72 0.02 -1.03
C -0.47 -0.85 -1.19
C -0.81 -2.22 -1.77
C -1.88 -2.86 -0.89
H -2.19 -3.81 -1.31
H -1.45 -3.04 0.10
H -1.18 -2.12 -2.79
H 0.08 -2.85 -1.78
H 0.25 -0.33 -1.83
H -0.02 -0.99 -0.21
C -2.27 0.49 -2.38
H -3.16 1.10 -2.24
H -2.53 -0.34 -3.02
H -1.51 1.09 -2.89
H -1.41 0.91 -0.47
H -3.60 -1.83 -1.71
*
```

The calculation puts the HOMO-LUMO gap at 8.93 eV. The value obtained for the energy relative to the best compared isomer or geometry (same formula, charge and spin) is 41.6 kcal per mole. The structure (SMILES) is C[C@@H]1CCC[C@@H](C)N1CCCNC(=O)CN1C(=O)COc2ccc(S(=O)(=O)N3CCOCC3)cc21. For the LUMO energy, the calculation gives 0.55 eV.


No. 8
The following is a DFT calculation (ωB97M-V with the def2-TZVPD basis set) of a gas-phase ion, C5H7N2 (charge +1).

Structure (ORCA input):
```
! RIJCOSX wB97M-V def2-TZVPD def2/J DEFGRID3
* xyz 1 1
C -0.88 1.79 -0.03
C -2.79 -1.29 -0.03
C 0.73 -0.37 -0.21
C -1.64 -0.38 -0.09
C 2.14 -0.35 -0.27
N -0.35 -0.85 -0.17
N -1.81 0.96 -0.03
H -1.08 2.85 0.03
H -3.76 -0.86 0.02
H -2.62 -2.35 -0.07
H 0.19 1.47 -0.08
H 2.52 0.51 -0.83
H 2.50 -1.27 -0.75
H 2.56 -0.30 0.74
*
```

The calculation puts the HOMO-LUMO gap at 8.85 eV. The value obtained for the energy relative to the best compared isomer or geometry (same formula, charge and spin) is 97.4 kcal per mole. The structure (SMILES) is C=NC(=C)[N+]#CC. For the LUMO energy, the calculation gives -5.13 eV.


No. 9
The following is a DFT calculation (ωB97M-V with the def2-TZVPD basis set) of a molecular structure, C37H31Cl5IrN8OSi.

Structure (ORCA input):
```
! RIJCOSX wB97M-V def2-TZVPD def2/J DEFGRID3
* xyz 2 6
Ir -0.66 -0.97 0.08
Cl -4.09 -0.01 -1.26
C -3.89 -1.44 -0.31
C -2.65 -1.80 0.21
C -2.65 -2.96 0.99
Cl -1.13 -3.39 1.73
C -3.76 -3.75 1.25
Cl -3.64 -5.15 2.22
C -4.98 -3.36 0.69
Cl -6.37 -4.31 0.96
C -5.04 -2.20 -0.08
Cl -6.55 -1.73 -0.75
C -1.81 0.50 2.98
Si -1.90 1.87 1.71
C -3.68 2.34 1.50
C -0.80 3.30 2.23
N -1.30 1.22 0.13
C -1.41 1.89 -1.02
C -1.66 3.30 -1.09
C -1.82 3.94 -2.27
C -1.79 3.22 -3.48
C -1.56 1.85 -3.48
C -1.35 1.20 -2.29
O -1.20 -0.15 -2.20
C -1.01 -0.93 -3.35
C -1.92 -1.95 -3.58
C -1.70 -2.79 -4.66
C -0.59 -2.61 -5.48
C 0.30 -1.58 -5.23
C 0.11 -0.73 -4.15
H -2.59 0.70 3.72
H -0.86 0.46 3.52
H -2.01 -0.50 2.59
H -4.03 2.83 2.41
H -4.28 1.44 1.35
H -3.87 3.01 0.66
H -0.78 3.37 3.32
H -1.17 4.26 1.86
H 0.23 3.20 1.88
H -1.69 3.85 -0.16
H -2.00 5.01 -2.29
H -1.95 3.73 -4.42
H -1.57 1.30 -4.41
H -2.77 -2.06 -2.93
H -2.40 -3.59 -4.87
H -0.43 -3.27 -6.33
H 1.15 -1.43 -5.88
H 0.78 0.09 -3.94
N 2.30 -3.26 -2.23
C 1.50 -4.36 -2.01
C 0.42 -3.91 -1.32
N 0.56 -2.56 -1.11
C 1.69 -2.20 -1.67
C 2.07 -0.80 -1.66
N 1.27 0.06 -1.07
C 1.84 1.30 -1.25
C 3.00 1.17 -1.96
N 3.13 -0.18 -2.21
H 3.17 -3.28 -2.74
H 1.76 -5.34 -2.37
H -0.43 -4.46 -0.97
H 1.38 2.20 -0.89
H 3.72 1.89 -2.30
H 3.89 -0.60 -2.72
N 6.34 4.59 5.94
C 5.70 3.80 5.42
C 4.91 2.81 4.74
C 4.64 1.59 5.36
C 3.87 0.64 4.72
C 3.39 0.91 3.45
C 3.65 2.12 2.82
C 4.41 3.07 3.47
N 2.59 -0.06 2.78
C 2.80 -1.42 2.73
C 1.80 -1.95 1.99
N 0.96 -0.93 1.59
C 1.47 0.18 2.07
H 5.03 1.39 6.36
H 3.63 -0.30 5.21
H 3.30 2.30 1.81
H 4.63 4.02 2.99
H 3.65 -1.88 3.21
H 1.63 -2.98 1.73
H 1.05 1.17 1.96
*
```

The calculation puts the HOMO-LUMO gap (alpha / beta) at 7.98 / 5.89 eV. For the LUMO energy (alpha / beta), the calculation gives -5.09 / -7.69 eV. Its expectation value of S² is 8.796.


No. 10
The following is a DFT calculation (ωB97M-V with the def2-TZVPD basis set) of a single C3H6N2O2 molecule.

Structure (ORCA input):
```
! RIJCOSX wB97M-V def2-TZVPD def2/J DEFGRID3
* xyz 0 1
N 0.37 -1.03 -1.49
C 0.16 -0.51 -0.18
O 0.32 -1.50 0.80
C 1.15 -0.33 0.89
O -0.57 1.87 1.48
C -1.26 1.42 0.59
N -0.99 0.35 -0.22
H 0.97 -1.84 -1.49
H 0.65 -0.34 -2.17
H 2.21 -0.42 0.68
H 0.88 0.30 1.74
H -2.24 1.87 0.35
H -1.65 0.16 -0.96
*
```

The calculation puts the HOMO-LUMO gap at 10.54 eV. The value obtained for the energy relative to the best compared isomer or geometry (same formula, charge and spin) is 52.7 kcal per mole. The structure (SMILES) is N[C@]1(NC=O)CO1. For the LUMO energy, the calculation gives 0.83 eV.


No. 11
The following is a DFT calculation (ωB97M-V with the def2-TZVPD basis set) of a molecular structure, C20H22BrClKN5O6Te.

Structure (ORCA input):
```
! RIJCOSX wB97M-V def2-TZVPD def2/J DEFGRID3
* xyz -2 1
K 0.31 1.60 0.92
Br 3.13 2.17 3.22
C 4.60 2.04 2.02
C 5.85 1.98 2.57
C 6.97 1.88 1.72
C 6.80 1.83 0.37
C 5.51 1.88 -0.20
C 5.34 1.80 -1.61
C 4.08 1.85 -2.14
C 2.96 2.01 -1.29
C 3.01 2.10 0.09
C 4.35 2.01 0.61
H 5.97 2.00 3.64
H 7.97 1.84 2.16
H 7.66 1.74 -0.29
H 6.22 1.68 -2.24
H 3.95 1.77 -3.21
H 1.99 2.07 -1.80
N -0.70 3.36 3.89
N -1.65 2.46 4.42
C -1.46 1.12 4.09
N -2.30 0.27 4.74
N -0.61 0.84 3.15
N -0.20 -0.50 2.97
O 0.40 -0.69 1.93
O -0.45 -1.36 3.80
H -0.81 4.22 4.41
H -0.91 3.56 2.92
H -2.61 2.72 4.20
H -2.55 0.57 5.67
H -2.06 -0.70 4.64
O -2.10 2.03 0.15
Cl -2.38 3.40 0.52
O -3.00 3.43 1.84
O -3.25 4.01 -0.43
O -1.11 4.12 0.60
C -3.59 -4.64 -5.21
C -3.19 -3.89 -3.97
C -4.00 -2.92 -3.41
C -3.65 -2.24 -2.25
C -4.59 -1.19 -1.72
C -2.44 -2.53 -1.59
Te -1.92 -1.55 0.22
C -1.60 -3.50 -2.17
C -0.28 -3.86 -1.54
C -1.98 -4.16 -3.33
H -4.50 -4.22 -5.64
H -3.77 -5.70 -5.01
H -2.81 -4.58 -5.98
H -4.95 -2.68 -3.89
H -5.37 -0.96 -2.46
H -4.05 -0.28 -1.46
H -5.07 -1.52 -0.79
H 0.24 -2.97 -1.19
H 0.35 -4.39 -2.26
H -0.42 -4.49 -0.66
H -1.31 -4.90 -3.75
*
```

The calculation puts the HOMO-LUMO gap at 4.93 eV. The value obtained for the energy relative to the best compared isomer or geometry (same formula, charge and spin) is 15.3 kcal per mole. For the LUMO energy, the calculation gives 4.07 eV.


No. 12
The following is a DFT calculation (ωB97M-V with the def2-TZVPD basis set) of a molecular structure, C4H6S2.

Structure (ORCA input):
```
! RIJCOSX wB97M-V def2-TZVPD def2/J DEFGRID3
* xyz 0 1
C -0.37 0.55 -0.44
C 1.07 -0.01 -0.22
C 1.36 -1.04 0.48
C -1.53 -0.45 -0.30
H 0.08 1.81 1.64
H -0.26 0.84 -1.41
H 1.85 0.47 -0.71
H 2.33 -1.52 0.50
H 0.38 -1.43 1.20
H -1.18 -1.25 -1.06
S -0.64 2.18 0.14
S -3.08 -0.16 0.18
*
```

The calculation puts the HOMO-LUMO gap at 8.28 eV. The value obtained for the energy relative to the best compared isomer or geometry (same formula, charge and spin) is 84.1 kcal per mole. For the LUMO energy, the calculation gives -0.65 eV.


| no. | largest force on an atom (eV/A) |
| --- | --- |
| 1 | 6.35 |
| 2 | 5.33 |
| 3 | 0.74 |
| 4 | 2.77 |
| 5 | 1.83 |
| 6 | 0.50 |
| 7 | 1.05 |
| 8 | 7.18 |
| 9 | 0.56 |
| 10 | 0.47 |
| 11 | 1.47 |
| 12 | 5.68 |